{"formula": "C18H36Cl5N2O", "method": "ωB97M-V/def2-TZVPD", "homo_ha": [-0.32318, -0.32807], "total_energy_ev": -86882.041, "s2": 0.75, "multiplicity": 2, "elements": ["C", "C", "N", "C", "C", "Cl", "C", "C", "C", "C", "C", "C", "N", "O", "C", "C", "C", "C", "H", "H", "H", "H", "H", "H", "H", "H", "H", "H", "H", "H", "H", "H", "H", "H", "H", "H", "H", "H", "H", "H", "H", "H", "H", "H", "H", "H", "Cl", "C", "C", "Cl", "H", "H", "H", "H", "Cl", "C", "C", "Cl", "H", "H", "H", "H"], "xyz": [[2.10, 3.31, -0.28], [1.37, 2.07, 0.51], [0.24, 1.43, -0.25], [0.18, -0.09, -0.07], [-1.28, -0.53, -0.77], [-1.31, -0.14, -2.62], [-2.55, 0.36, -0.16], [-4.02, -0.19, -0.64], [1.46, -0.78, -0.82], [2.12, -2.06, 0.00], [3.41, -1.62, 0.96], [2.82, -3.01, -1.19], [1.12, -2.95, 0.69], [1.75, -4.01, 1.21], [0.24, -2.23, 1.68], [-1.27, -2.93, 1.78], [0.88, -2.46, 3.21], [0.18, -0.59, 1.49], [2.06, 3.21, -1.45], [1.53, 4.30, 0.07], [3.19, 3.41, 0.16], [2.22, 1.33, 0.85], [0.91, 2.52, 1.51], [0.48, 1.59, -1.27], [-1.47, -1.69, -0.71], [-2.43, 1.44, -0.66], [-2.49, 0.54, 0.99], [-4.83, 0.52, -0.12], [-4.23, -1.32, -0.39], [-4.12, 0.05, -1.81], [2.37, -0.04, -1.02], [1.21, -1.22, -1.90], [3.14, -0.83, 1.78], [3.93, -2.52, 1.49], [4.16, -1.06, 0.22], [2.05, -3.82, -1.56], [3.74, -3.62, -0.73], [3.17, -2.35, -2.10], [-1.29, -3.88, 1.09], [-2.12, -2.15, 1.49], [-1.49, -3.31, 2.88], [0.75, -3.58, 3.58], [0.23, -1.81, 3.97], [1.98, -2.06, 3.31], [-0.79, -0.25, 2.10], [1.09, -0.17, 2.13], [4.31, 1.39, -1.22], [5.53, 1.72, -2.48], [5.06, 2.78, -3.47], [3.72, 2.20, -4.49], [5.76, 0.78, -2.98], [6.43, 2.07, -1.97], [5.87, 3.05, -4.14], [4.72, 3.69, -2.96], [-7.65, -0.01, 1.44], [-7.59, 1.77, 1.37], [-7.97, 2.31, 0.00], [-6.75, 1.92, -1.23], [-6.58, 2.09, 1.67], [-8.29, 2.14, 2.12], [-8.04, 3.40, 0.04], [-8.93, 1.91, -0.33]], "mulliken_spin": [0.000, 0.000, 0.000, 0.005, 0.002, 0.000, 0.001, 0.000, -0.002, 0.018, 0.033, 0.015, 0.318, 0.602, 0.004, 0.013, 0.020, -0.007, 0.000, 0.000, 0.000, 0.000, 0.000, 0.000, 0.002, 0.000, 0.000, 0.000, 0.000, 0.000, -0.003, -0.001, -0.005, -0.004, -0.002, -0.007, 0.000, 0.001, -0.001, 0.001, -0.002, -0.003, -0.001, 0.000, 0.002, -0.001, 0.000, 0.000, 0.000, 0.000, 0.000, 0.000, 0.000, 0.000, 0.000, 0.000, 0.000, 0.000, 0.000, 0.000, 0.000, 0.000]}